DFT (the ωB97M-V functional and the def2-TZVPD basis) results for a 2-piece molecular cluster, C5H7NO overall.

XYZ file:
```
14
C5H7NO, DFT the ωB97M-V functional and the def2-TZVPD basis
C 0.2793 -1.3147 -0.1243
C -1.6762 1.1164 2.4039
C -1.3811 1.5745 1.3062
C 1.1631 -0.1658 -0.3417
C -0.7959 0.2794 -1.3234
N -0.9170 -0.9092 -0.8907
O 0.4205 0.8483 -1.0188
H 0.0119 -1.4732 0.8682
H -1.9227 0.6521 3.3107
H 0.5898 -2.3342 -0.4543
H -1.5771 2.0993 0.4385
H 1.8410 0.1291 0.5984
H 1.9630 -0.4012 -0.9966
H -1.4554 0.7327 -2.0278
```

SMILES string: C1=NCCO1.C#C

Atom charges from the natural (NBO) analysis, given in e for atoms 1 to 2:
1 C -0.29
2 C -0.22

---

DFT (the ωB97M-V functional and the def2-TZVPD basis) results for a 2-piece molecular cluster, C4H6NO overall.

XYZ file:
```
12
C4H6NO, DFT the ωB97M-V functional and the def2-TZVPD basis
C -0.0384 1.4015 0.2863
C 1.9157 -0.5116 0.5789
C 0.8485 0.2840 0.1267
C -1.6359 -0.5317 -0.5617
N -0.5727 0.2674 -0.0398
O 1.7857 -0.0780 -0.8109
H -0.6521 2.7925 0.4460
H 2.5698 0.0900 1.1089
H 1.6377 -1.4749 0.8850
H -1.5290 -0.9473 -1.5863
H -2.4295 0.0622 -0.6909
H -1.8998 -1.3541 0.2578
```

Charge: +1

Atom charges from the natural (NBO) analysis, given in e for atoms 1 to 2:
1 C 0.27
2 C -0.09

---

DFT (the ωB97M-V functional and the def2-TZVPD basis) results for a 2-piece molecular cluster, C11H11F4NO2 overall.

XYZ file:
```
29
C11H11F4NO2, DFT the ωB97M-V functional and the def2-TZVPD basis
F -2.1169 -0.8388 2.7940
C -0.9650 -1.5405 2.7456
C -0.9747 -2.8928 2.8147
F -2.1360 -3.5705 2.8623
C 0.2482 -3.6934 2.8106
O 0.2409 -4.9322 2.8078
C 1.4801 -2.9072 2.8153
F 2.6338 -3.5975 2.8617
C 1.4851 -1.5551 2.7454
F 2.6443 -0.8657 2.7940
C 0.2646 -0.7910 2.5588
O 0.2747 0.4171 2.2295
C -0.7368 1.9081 -3.1771
C 0.4722 0.9756 -3.0722
C 0.5815 0.3101 -1.6959
N 0.4052 1.2167 -0.6015
C -0.6698 2.1662 -0.6493
C -0.7960 2.8815 -1.9974
H -0.6896 2.4626 -4.1182
H -1.6465 1.3006 -3.1838
H 0.4350 0.1979 -3.8416
H 1.3867 1.5523 -3.2456
H -0.1650 -0.5100 -1.6559
H 1.5663 -0.1609 -1.5623
H 0.6058 0.8565 0.3291
H -1.6409 1.6784 -0.4277
H -0.4840 2.8809 0.1633
H 0.0266 3.5993 -2.0875
H -1.7297 3.4518 -2.0161
```

SMILES string: O=C1C(F)=C(F)C(=O)C(F)=C1F.C1CCNCC1

Atom charges from the natural (NBO) analysis, given in e for atoms 1 to 2:
1 F -0.27
2 C 0.27

---

Energy relative to the best compared isomer or geometry (same formula, charge and spin) values (in kcal/mol) by entry order: 94.8 133.8 2.4.
F_max values (in eV Å⁻¹) by entry order: 4.32 5.34 3.74.
Molar mass values (in u) by entry order: 97.12 84.10 265.21.